Record 1
This record from the Open Molecules 2025 dataset describes an isolated ion of composition C10H13N2O and charge +1 at a distorted geometry. The level of theory is wB97M-V/def2-TZVPD.

Structure (XYZ):
```
26
Properties=species:S:1:pos:R:3:nbo_charge:R:1
H 0.5475 0.6443 -2.0603 0.363
H 2.8104 -1.5510 -0.9275 0.233
C -2.3120 2.2787 0.7955 -0.183
H 1.5745 -2.8054 1.0068 0.275
H 2.8455 0.5526 -1.0014 0.405
H -0.3871 0.6516 2.9365 0.217
C -1.2102 0.3195 -0.2025 -0.049
N 0.4072 -0.4211 -1.9305 -0.856
H -0.2250 -1.8873 1.9189 0.226
H 1.8867 0.9496 0.3953 0.427
C -0.8710 0.8040 2.0227 -0.180
C -0.9975 -0.6070 -1.4013 0.246
C 1.2886 -1.7658 0.6847 -0.354
O -1.0389 -1.9438 -1.1581 -0.715
C -1.7684 1.9340 2.0306 -0.168
H -2.4278 1.8527 -1.1942 0.226
N 2.4241 0.3087 -0.1835 -0.673
H -1.7198 2.5509 2.9652 0.244
H 0.5916 -0.8510 -2.8573 0.389
C 2.1182 -1.0339 -0.2126 0.336
C -2.0406 1.4617 -0.3022 -0.183
C -0.6290 0.0225 1.0020 -0.147
C 0.1903 -1.2394 1.1964 0.027
H -1.5409 -2.3347 -1.9065 0.498
H -2.9279 3.0928 0.6151 0.228
H -1.7994 -0.4387 -2.2828 0.166
```

Results
Structure (SMILES) = N[C@@H](O)c1ccccc1/C=C\C=[NH2+]
Frontier orbital gap = 8.1 eV
Net charge = +1
Electronic energy = -573.27766 hartree


Record 2
This record from the Open Molecules 2025 dataset describes C10H13N2O6Re as an isolated structure at a distorted geometry. The level of theory is wB97M-V/def2-TZVPD.

Structure (XYZ):
```
32
Properties=species:S:1:pos:R:3:nbo_charge:R:1
O -1.4823 2.4163 -4.6432 -0.267
H -0.3374 -2.2800 2.8242 0.271
C -1.8265 -0.8391 0.5417 -0.397
C -0.7891 -0.7271 -2.9161 0.200
H 2.8046 0.9145 0.3348 0.272
O -1.1207 3.4986 0.3143 -0.276
H 3.1770 -1.4783 2.5174 0.278
C 0.5527 -0.4391 0.7437 0.742
H -0.2063 -0.5698 3.3909 0.260
H -1.9259 -1.7917 -0.0029 0.282
H -1.7979 -1.2608 2.9830 0.276
C -0.7339 -1.2569 2.7133 -0.445
C -2.7780 1.5144 -1.9620 0.560
Re -0.8260 1.2924 -1.8682 0.135
O -0.5856 -1.8059 -2.4022 -0.163
H 1.7775 -0.8639 3.4055 0.283
O 1.8072 2.8083 -2.7226 -0.252
H 1.6635 -2.4024 2.4789 0.277
C 0.8569 2.2260 -2.4046 0.592
H -2.6850 -0.6866 1.2119 0.281
N 1.7679 -0.6270 1.3019 -0.091
H 2.9100 -0.6633 -0.4691 0.283
O 0.5838 0.1503 -0.3918 -0.720
H -0.9643 -0.7557 -4.0281 0.306
H -1.8024 -0.0230 -0.2055 0.163
N -0.6193 -0.8003 1.3342 -0.187
H 3.7867 -0.3789 1.0672 0.266
C -1.2511 1.9997 -3.5712 0.600
O -3.9266 1.6869 -2.0601 -0.253
C 2.8772 -0.1628 0.5050 -0.438
C -0.9970 2.6958 -0.5159 0.613
C 2.0905 -1.3906 2.4954 -0.454
```

Results
2S+1 = 4
⟨S²⟩ = 3.7967
Frontier orbital gap (spin up / spin down) = 9.2 / 6.4 eV
Net charge = +3
Electronic energy = -1026.83676 hartree


Record 3
This record from the Open Molecules 2025 dataset describes a 2-piece molecular cluster, C10H13N2OS overall at a distorted geometry. The level of theory is wB97M-V/def2-TZVPD.

Structure (XYZ):
```
27
Properties=species:S:1:pos:R:3:nbo_charge:R:1
C 0.4449 2.2287 -0.5886 -0.216
C -1.4771 -0.4539 -0.0382 -0.202
C -3.3864 -1.3524 -0.7833 -0.211
C 2.4255 -0.9286 -0.2954 0.705
C 1.5372 1.2879 -1.2650 -0.235
C 0.5099 0.2350 0.5611 0.427
H 2.6102 1.5935 -1.3530 0.243
H 2.5015 -2.3487 1.3349 0.262
C -3.8449 -0.1220 -0.4019 -0.410
H -0.5354 1.8520 1.3354 0.462
C -1.9443 -1.4685 -0.7457 -0.324
N 0.3702 1.7089 0.8038 -0.542
H -1.2924 -2.2969 -1.1378 0.255
H -4.8535 0.0624 -0.3667 0.254
H 1.1014 1.9499 1.3582 0.421
H 1.7461 -0.0845 2.3536 0.220
C 1.7690 -1.7224 0.8422 -0.500
C 1.0654 -0.6337 1.7294 -0.448
H 0.8381 3.3150 -0.5028 0.255
H 1.0396 -2.3987 0.3980 0.255
N 1.4821 0.1364 -0.3983 -0.515
H -0.4553 2.0088 -0.9476 0.237
O 3.2268 -1.1677 -1.1436 -0.500
H 0.2230 -0.8771 2.3458 0.247
H -3.8227 -2.2486 -1.1879 0.249
S -2.6145 0.7965 0.2974 0.374
H 1.3356 0.9287 -2.2037 0.237
```

Results
Frontier orbital gap = 9.2 eV
Net charge = +1
Electronic energy = -971.41056 hartree


Record 4
This record from the Open Molecules 2025 dataset describes an isolated ion of composition C10H13N2OS and charge +1 at a distorted geometry. The level of theory is wB97M-V/def2-TZVPD.

Structure (XYZ):
```
27
Properties=species:S:1:pos:R:3:nbo_charge:R:1
H 4.1183 0.1017 -1.7068 0.233
H 4.3174 0.0613 1.1106 0.234
H -5.3769 -0.4361 -0.3077 0.256
N 1.4343 0.4816 0.1089 -0.317
C 2.4374 1.0544 0.9283 -0.224
H 1.8208 0.9002 -1.9773 0.215
C -2.0709 -2.0425 0.9564 0.593
H 4.3785 1.5247 0.0343 0.223
H 2.2159 0.6596 1.9766 0.246
C -1.3823 1.0466 -0.9112 -0.523
H -4.8521 -1.4636 0.8900 0.297
H -5.0058 0.1977 1.2359 0.275
C 1.9106 0.0783 -1.2236 -0.255
H -0.5516 1.7319 -1.2721 0.283
C 0.2536 0.3288 0.5547 0.142
C -4.6417 -0.4692 0.4594 -0.712
O -3.0333 -2.6145 1.2580 -0.431
N -2.1739 -0.6627 0.4519 -0.401
H -1.0570 -2.2922 0.8009 0.156
H 3.6512 -1.2357 -0.8713 0.225
H 2.4226 2.1409 0.7936 0.219
S -3.0353 1.1855 -1.0763 0.702
C 3.8307 0.6382 0.3618 -0.410
H 1.3334 -0.7815 -1.5987 0.226
C 3.4367 -0.1696 -0.9262 -0.423
C -1.0694 0.1389 0.0217 0.070
C -3.3112 -0.1024 -0.0718 0.102
```

Results
Frontier orbital gap (spin up / spin down) = 6.6 / 6.6 eV
Net charge = +1
Electronic energy = -971.40896 hartree


Record 5
This record from the Open Molecules 2025 dataset describes C10H13N2P in the gas phase at a distorted geometry. The level of theory is wB97M-V/def2-TZVPD.

Structure (XYZ):
```
26
Properties=species:S:1:pos:R:3:nbo_charge:R:1
H -1.5327 2.5833 -1.2735 0.227
C 2.3000 -0.0058 -0.6644 -0.435
H 2.7287 -0.8642 -1.2645 0.219
H -5.7781 -0.0816 1.2995 0.394
C -1.9355 0.6309 -0.4931 0.168
H 0.8577 2.3538 -1.2457 0.215
C -1.0706 1.6323 -0.9215 -0.225
C -1.4417 -0.7102 -0.4036 -0.507
N -3.2472 0.9941 -0.1650 -0.537
H 0.4079 -1.8724 -0.2145 0.218
C 0.2849 1.4644 -0.9896 -0.166
H 4.6507 -1.2697 1.6847 0.210
N -5.1861 0.6870 0.8924 -0.766
H 1.9789 -0.6810 1.3846 0.193
C -0.0187 -0.9170 -0.5486 -0.190
C 0.8531 0.1179 -0.7496 -0.049
C -4.0434 0.2752 0.4942 0.315
H 4.0495 -2.0769 0.4609 0.195
P -2.2522 -2.2431 -0.2701 0.343
C 4.2049 -1.1242 0.7660 -0.600
H -3.8108 -0.8316 0.7016 0.136
C 2.8785 -0.2730 0.7536 -0.390
H 2.8106 0.9759 -0.9562 0.216
H -5.6564 1.3821 0.2913 0.407
H 3.1576 0.5090 1.4493 0.207
H 4.8101 -0.6555 -0.0183 0.200
```

Results
Frontier orbital gap (spin up / spin down) = 6.5 / 6.3 eV
Electronic energy = -839.57226 hartree


Record 6
This record from the Open Molecules 2025 dataset describes a 2-piece molecular cluster, C10H13N3 overall at a distorted geometry. The level of theory is wB97M-V/def2-TZVPD.

Structure (XYZ):
```
26
Properties=species:S:1:pos:R:3:nbo_charge:R:1
C 7.7237 0.0702 0.0981 -0.787
C 1.1844 -0.3934 -0.4473 0.376
N 2.3279 -0.2472 -0.3973 -0.373
H 8.0384 1.0633 0.4023 0.311
H 8.3307 -0.1849 -0.8240 0.338
C 6.3173 0.1119 0.0733 0.677
C -2.1844 1.0000 -0.1153 -0.192
H -2.9891 -2.2737 0.0339 0.229
H -4.7540 1.3310 1.2953 0.456
C -2.2533 -1.3983 -0.0451 -0.165
C -2.9668 -0.1598 -0.1115 -0.055
H -6.0219 1.0007 0.4560 0.446
H -0.5909 -2.5179 -0.1677 0.261
N 5.2174 0.2213 -0.0647 -0.402
H -4.8111 -1.0246 -0.6064 0.251
H -5.5491 -0.1780 1.5221 0.463
C -0.9076 -1.4972 -0.1675 -0.151
H -2.6670 1.8788 -0.4114 0.217
C -4.4608 -0.0761 -0.3437 -0.256
H -0.3803 1.9159 -0.2926 0.258
H -4.6007 0.5329 -1.2765 0.257
H 7.9753 -0.7216 0.8009 0.309
N -5.2301 0.5331 0.8354 -0.674
C -0.7732 0.8809 -0.1368 -0.131
H 4.1872 0.4424 0.0975 0.524
C -0.1622 -0.3097 -0.2071 -0.187
```

Results
Frontier orbital gap = 9.8 eV
Net charge = +2
Electronic energy = -552.47084 hartree